{
  "formula": "C41H35AsN2O4P2RhS5",
  "method": "ωB97M-V/def2-TZVPD",
  "total_charge": -1,
  "e_homo_ha": [-0.166, -0.178],
  "s_squared": 6.02,
  "total_energy_ha": -7014.0330,
  "multiplicity": 5,
  "relative_energy_kj_mol": 33.94,
  "elements": ["Rh", "O", "P", "C", "P", "O", "C", "C", "C", "C", "C", "C", "C", "C", "C", "C", "C", "C", "C", "C", "C", "C", "C", "C", "C", "C", "C", "C", "C", "C", "H", "H", "H", "H", "H", "H", "H", "H", "H", "H", "H", "H", "H", "H", "H", "H", "H", "H", "H", "H", "H", "H", "S", "As", "S", "S", "S", "C", "C", "C", "C", "C", "C", "C", "S", "O", "O", "N", "C", "C", "C", "C", "C", "C", "C", "C", "N", "C", "H", "H", "H", "H", "H", "H", "H", "H", "H", "H", "H", "H", "H"],
  "coordinates": [[0.5709, -0.5349, 0.0763], [0.1566, 1.6767, 0.1700], [0.0908, 3.0244, -0.4571], [-1.5914, 3.7011, -0.6318], [-2.9863, 2.5655, -0.8916], [-3.3750, 1.8113, 0.3191], [-4.3185, 3.7078, -1.3775], [-4.3547, 4.4666, -2.5446], [-5.4243, 5.3099, -2.8014], [-6.4686, 5.4047, -1.8907], [-6.4398, 4.6534, -0.7260], [-5.3706, 3.8057, -0.4699], [-2.6012, 1.4930, -2.2870], [-2.6906, 0.1306, -2.0099], [-2.4092, -0.7967, -3.0041], [-2.0684, -0.3675, -4.2779], [-1.9853, 0.9909, -4.5581], [-2.2354, 1.9197, -3.5623], [0.7455, 3.0531, -2.1349], [1.1060, 1.8515, -2.7305], [1.6167, 1.8430, -4.0172], [1.7565, 3.0321, -4.7175], [1.3931, 4.2348, -4.1276], [0.8945, 4.2463, -2.8330], [0.9030, 4.2694, 0.5635], [0.6704, 5.6350, 0.4081], [1.3055, 6.5511, 1.2329], [2.1610, 6.1058, 2.2311], [2.3711, 4.7462, 2.4098], [1.7449, 3.8295, 1.5809], [-1.5815, 4.4610, -1.4175], [-1.8615, 4.1851, 0.3127], [-3.5506, 4.4094, -3.2666], [-5.4433, 5.8918, -3.7140], [-7.3055, 6.0607, -2.0937], [-7.2525, 4.7214, -0.0143], [-5.3393, 3.1964, 0.4245], [-2.9653, -0.1803, -1.0100], [-2.4597, -1.8543, -2.7777], [-1.8547, -1.0918, -5.0540], [-1.6921, 1.3263, -5.5445], [-2.0959, 2.9712, -3.7806], [1.0300, 0.9279, -2.1724], [1.9189, 0.9052, -4.4646], [2.1659, 3.0244, -5.7199], [1.5189, 5.1659, -4.6657], [0.6473, 5.1936, -2.3673], [-0.0092, 6.0006, -0.3530], [1.1224, 7.6099, 1.1012], [2.6553, 6.8203, 2.8774], [3.0263, 4.3886, 3.1939], [1.8948, 2.7697, 1.7227], [-0.9309, -3.8375, 3.3560], [-0.8664, -1.8604, 2.5844], [1.0998, -0.9708, 2.4629], [-1.5572, -1.6574, 0.5297], [-2.1641, -1.0763, 4.0681], [6.4573, 2.1773, 4.9368], [5.8191, 1.9306, 3.5962], [4.5410, 1.3926, 3.4956], [3.9601, 1.1575, 2.2576], [4.6634, 1.4578, 1.1037], [5.9416, 1.9938, 1.1800], [6.5090, 2.2278, 2.4224], [3.8817, 1.2661, -0.4876], [4.9613, 1.2395, -1.4527], [2.9627, 2.3780, -0.5811], [3.0276, -0.0680, -0.4489], [3.7138, -1.2763, -0.4175], [5.0762, -1.4635, -0.2603], [5.6595, -2.7424, -0.1968], [4.9112, -3.8762, -0.3213], [3.5216, -3.7422, -0.5417], [2.6891, -4.8679, -0.7313], [1.3651, -4.7031, -1.0042], [0.8573, -3.3931, -1.0567], [1.5933, -2.3271, -0.8464], [2.9269, -2.4651, -0.5940], [5.7694, 1.9425, 5.7485], [6.7629, 3.2200, 5.0430], [7.3501, 1.5623, 5.0666], [3.9881, 1.1424, 4.3937], [2.9664, 0.7329, 2.1908], [6.4773, 2.2133, 0.2661], [7.5088, 2.6447, 2.4833], [5.7376, -0.6144, -0.1933], [6.7308, -2.8103, -0.0520], [5.3506, -4.8641, -0.2703], [3.1270, -5.8565, -0.6544], [0.6959, -5.5396, -1.1457], [-0.1943, -3.2226, -1.2405]],
  "atomic_forces_ev_per_a": [[0.4, 0.2, 0.2], [-0.2, -0.3, -0.1], [0.2, 0.0, 0.0], [-0.1, 0.1, 0.1], [-0.1, -0.1, 0.1], [0.1, 0.1, 0.0], [-0.1, 0.0, 0.0], [0.1, 0.1, 0.0], [0.0, 0.0, 0.0], [0.0, 0.0, 0.0], [0.0, 0.0, 0.0], [0.0, 0.0, 0.0], [0.0, -0.1, 0.0], [0.0, 0.1, -0.1], [0.0, 0.0, 0.0], [0.0, 0.0, 0.0], [0.1, 0.0, 0.0], [0.1, 0.0, 0.0], [-0.1, 0.1, -0.1], [0.0, 0.0, 0.0], [-0.1, 0.0, 0.0], [0.0, 0.0, 0.0], [0.0, 0.0, 0.0], [0.0, 0.0, -0.1], [0.0, 0.1, 0.1], [0.1, 0.0, 0.0], [0.0, 0.0, 0.0], [0.0, 0.0, 0.0], [0.0, 0.0, 0.0], [-0.1, 0.0, 0.0], [0.0, 0.0, 0.0], [0.0, 0.1, 0.0], [0.0, 0.0, 0.0], [0.0, 0.0, 0.0], [0.0, 0.0, 0.0], [0.0, 0.0, 0.0], [0.0, 0.0, 0.0], [0.0, 0.0, 0.0], [0.0, 0.0, 0.0], [0.0, 0.0, 0.0], [0.0, 0.0, 0.0], [0.0, 0.0, 0.0], [0.0, 0.0, 0.0], [0.0, 0.0, 0.0], [0.0, 0.0, 0.0], [0.0, 0.0, 0.0], [0.0, 0.0, 0.0], [0.0, 0.0, 0.0], [0.0, 0.0, 0.0], [0.0, 0.0, 0.0], [0.0, 0.0, 0.0], [0.0, 0.0, 0.0], [-0.1, 0.0, 0.1], [0.1, 0.0, -0.2], [0.0, 0.0, -0.1], [0.0, 0.1, 0.1], [-0.1, -0.2, 0.1], [0.0, 0.0, 0.0], [0.0, 0.0, 0.0], [0.0, 0.0, 0.0], [0.0, 0.0, 0.0], [0.0, 0.1, 0.0], [0.0, 0.0, 0.0], [0.0, 0.0, 0.0], [0.0, 0.0, -0.1], [-0.1, 0.0, 0.0], [0.0, 0.0, 0.0], [0.0, -0.3, 0.1], [-0.1, 0.1, -0.1], [0.2, 0.0, 0.1], [-0.1, 0.0, 0.0], [0.0, 0.1, 0.0], [0.1, -0.2, 0.0], [0.0, 0.0, 0.0], [0.0, 0.1, 0.0], [0.0, -0.1, -0.1], [0.0, 0.0, 0.2], [-0.1, 0.1, -0.1], [0.0, 0.0, 0.0], [0.0, 0.0, 0.0], [0.0, 0.0, 0.0], [0.0, 0.0, 0.0], [0.0, 0.0, 0.0], [0.0, 0.0, 0.0], [0.0, 0.0, 0.0], [0.0, 0.0, 0.0], [0.0, 0.0, 0.0], [0.0, 0.0, 0.0], [0.0, 0.0, 0.0], [0.0, 0.0, 0.0], [0.0, 0.0, 0.1]],
  "mulliken_spin": [2.286, 0.025, 0.027, 0.002, 0.004, -0.002, 0.001, 0.000, 0.000, 0.000, 0.000, 0.000, 0.004, 0.012, 0.012, -0.009, 0.004, -0.005, -0.022, -0.094, 0.008, 0.000, 0.000, -0.002, 0.002, -0.001, 0.000, 0.000, 0.000, 0.002, 0.000, 0.000, 0.000, 0.000, 0.000, 0.000, 0.000, -0.011, 0.003, 0.000, 0.000, -0.001, 0.127, 0.000, 0.000, 0.000, 0.000, 0.000, 0.000, 0.000, 0.000, -0.004, 0.504, -0.076, 0.253, 0.222, 0.574, 0.000, 0.002, -0.007, 0.003, 0.003, 0.000, 0.000, 0.009, 0.005, 0.000, 0.017, -0.023, 0.009, -0.001, 0.004, -0.005, 0.009, 0.005, 0.010, 0.100, 0.007, 0.000, 0.000, 0.000, 0.000, 0.001, 0.000, 0.000, 0.000, 0.000, 0.000, 0.000, -0.001, 0.008]
}